A structure of composition C3H2AgLiMgO3. Source: OMol25; level of theory: ωB97M-V/def2-TZVPD.

Properties
- HOMO energy (alpha / beta) (eV) = -8.35 / -11.58
- total charge = +1
- ΔE to the lowest compared entry with this formula, charge and spin (kcal/mol) = 7.6
- frontier orbital gap (alpha / beta) (eV) = 4.16 / 7.42
- total energy (eV) = -18924.205
- LUMO energy (alpha / beta) (eV) = -4.19 / -4.16
- spin multiplicity = 2

Positions of all 11 atoms, in Å:
C (-1.6855, 0.5788, -0.0996)
C (-0.4062, 0.5877, -0.3767)
O (-2.8638, 0.5995, -0.1206)
H (-0.0743, 1.0070, -1.3280)
H (0.2326, -0.1481, 0.1382)
Mg (-6.3645, -1.3417, -1.7591)
Li (-4.5382, -0.2804, 0.3184)
O (2.3927, 1.3862, 2.2261)
C (2.7678, 0.2379, 2.0547)
O (3.8017, -0.2561, 1.5530)
Ag (4.2279, -2.1797, 0.2806)

Cartesian forces (eV/Å) of the 6 atoms listed first:
C 1.159 0.352 -1.987
C -0.559 -1.277 0.616
O -0.429 -0.260 1.154
H -0.191 0.222 0.436
H -0.165 0.807 0.010
Mg -0.026 -0.009 0.020



A structure of composition C2H4O2Y. Source: OMol25; level of theory: ωB97M-V/def2-TZVPD.

Properties
- HOMO energy (alpha / beta) (eV) = -17.39 / -18.92
- total charge = +2
- frontier orbital gap (alpha / beta) (eV) = 6.18 / 7.69
- total energy (eV) = -7252.416
- LUMO energy (alpha / beta) (eV) = -11.21 / -11.24
- spin multiplicity = 2

Positions of all 9 atoms, in Å:
H (1.3041, -0.2026, 0.3969)
C (-0.5811, -0.9522, 0.2378)
C (0.8628, 0.3671, -0.7188)
O (-0.0959, 1.1774, -1.1089)
O (-0.5118, -0.0463, 1.2473)
H (0.0391, -1.8408, 0.4244)
H (1.8102, 0.9339, -0.6979)
Y (-1.3496, 1.8823, 0.5029)
H (-1.4778, -1.3188, -0.2839)

Cartesian forces (eV/Å) of the 6 atoms listed first:
H -1.871 1.100 -2.610
C 1.335 -1.390 3.586
C 3.105 0.457 2.910
O -1.978 0.626 2.225
O -3.047 0.367 -2.561
H 0.132 0.435 -0.206



An isolated molecule of C2H5Cl2P. Source: OMol25; level of theory: ωB97M-V/def2-TZVPD.

Properties
- HOMO energy (eV) = -9.76
- ΔE to the lowest compared entry with this formula, charge and spin (kcal/mol) = 43.9
- frontier orbital gap (eV) = 10.67
- total energy (eV) = -36486.858
- LUMO energy (eV) = 0.91
- SMILES string = P[C@@H](Cl)CCl

Positions of all 10 atoms, in Å:
P (1.5017, 0.0615, -0.3226)
C (-0.2899, -0.4496, -0.6172)
Cl (-0.7575, -2.0041, 0.0294)
C (-1.5059, 0.7556, -0.0093)
Cl (-3.0633, 0.0095, -0.1133)
H (1.7237, -0.4399, 1.0680)
H (2.1364, -1.0802, -0.6591)
H (-0.3257, -0.3929, -1.8294)
H (-1.1441, 0.8227, 0.9595)
H (-1.5965, 1.6814, -0.6375)

Cartesian forces (eV/Å) of the 6 atoms listed first:
P -0.780 0.858 2.097
C -1.108 2.625 -2.160
Cl 0.173 -0.290 -0.152
C 2.109 -1.834 -3.579
Cl -0.818 -0.148 0.199
H -0.614 0.828 -0.985